No. 1
# C35H78CdN5O15Tl

C35H78CdN5O15Tl as an isolated structure (ωB97M-V with the def2-TZVPD basis set, the OMol25 dataset).

```
135
C35H78CdN5O15Tl, DFT ωB97M-V with the def2-TZVPD basis set
Cd -27.655 19.838 15.971
Tl -23.297 19.461 17.606
C -24.660 20.360 12.579
C -25.256 20.181 13.964
O -24.543 19.909 14.921
O -26.504 20.062 14.097
H -23.638 20.739 12.564
H -25.280 21.053 12.011
H -24.767 19.426 12.028
C -26.883 16.284 17.892
C -26.981 17.520 16.993
O -27.884 17.694 16.173
O -26.290 18.560 17.156
H -26.040 15.629 17.674
H -27.656 15.580 17.584
H -26.943 16.632 18.923
C -26.627 23.767 17.907
C -26.582 22.357 17.408
O -25.471 21.704 17.480
O -27.526 21.755 16.935
H -27.491 24.255 17.457
H -25.755 24.331 17.576
H -26.726 23.760 18.992
C -21.338 15.355 15.619
C -21.898 16.393 16.578
O -21.184 16.915 17.473
O -23.034 16.791 16.374
H -20.646 14.746 16.200
H -20.819 15.828 14.785
H -22.178 14.753 15.274
C -22.238 21.701 21.997
C -22.069 21.192 20.595
O -21.750 20.037 20.417
O -22.604 21.875 19.705
H -23.197 22.182 22.191
H -21.637 22.606 22.080
H -22.070 20.967 22.785
C -23.820 23.816 15.036
C -22.649 22.884 15.262
C -21.304 23.612 15.051
O -21.078 23.840 13.648
C -19.763 24.363 13.278
N -22.776 22.347 16.629
H -24.775 23.293 15.003
H -23.656 24.237 14.044
H -23.930 24.635 15.746
H -22.725 21.956 14.696
H -20.495 22.939 15.336
H -21.290 24.556 15.596
H -19.603 24.408 12.201
H -18.951 23.834 13.778
H -19.568 25.331 13.739
H -23.740 22.517 16.875
H -22.464 23.068 17.264
C -18.574 21.113 17.101
C -19.977 20.534 16.939
C -20.054 19.913 15.472
O -21.421 19.555 15.188
C -21.572 19.227 13.825
N -20.357 19.627 17.944
H -18.434 21.545 18.092
H -18.454 21.856 16.313
H -17.846 20.312 16.970
H -20.649 21.342 17.229
H -19.375 19.065 15.380
H -19.768 20.632 14.705
H -22.463 18.604 13.757
H -20.715 18.679 13.432
H -21.699 20.042 13.113
H -20.040 18.673 17.846
H -20.032 19.785 18.887
C -21.891 25.892 20.331
C -21.726 25.407 18.911
C -20.484 24.594 18.730
O -19.347 25.431 18.816
C -18.978 26.338 17.818
N -22.908 24.615 18.484
H -21.015 26.442 20.676
H -22.095 25.081 21.030
H -22.739 26.577 20.361
H -21.684 26.360 18.383
H -20.592 23.894 17.901
H -20.435 23.876 19.549
H -18.994 25.817 16.861
H -18.036 26.872 17.947
H -19.720 27.135 17.761
H -23.670 25.216 18.765
H -22.799 23.790 19.057
C -23.690 16.537 21.980
C -24.314 17.396 20.816
C -25.104 18.630 21.365
O -25.512 19.412 20.208
C -26.245 20.550 20.599
N -23.212 17.643 20.000
H -23.109 17.235 22.582
H -23.100 15.663 21.702
H -24.459 16.075 22.600
H -24.949 16.727 20.235
H -24.444 19.310 21.904
H -25.831 18.361 22.131
H -25.679 21.072 21.370
H -27.220 20.383 21.056
H -26.392 21.241 19.769
H -22.833 16.764 19.680
H -22.503 18.031 20.606
C -17.559 19.284 20.377
C -18.238 18.381 21.401
C -17.064 17.527 21.969
C -17.399 16.807 23.241
C -17.880 17.792 24.269
C -19.056 18.822 23.837
N -18.673 19.256 22.493
O -19.379 20.420 22.143
C -20.459 18.129 23.910
C -19.129 20.030 24.847
C -19.300 17.460 20.722
H -17.088 18.840 19.500
H -16.729 19.739 20.917
H -18.162 20.104 19.987
H -16.786 16.716 21.296
H -16.121 18.069 22.037
H -16.583 16.233 23.679
H -18.199 16.085 23.078
H -17.026 18.295 24.723
H -18.249 17.221 25.121
H -21.352 18.733 23.747
H -20.634 17.270 23.261
H -20.622 17.772 24.927
H -20.038 20.602 24.662
H -19.172 19.661 25.872
H -18.297 20.718 24.997
H -19.283 16.496 21.231
H -19.069 17.285 19.672
H -20.262 17.944 20.889
H -20.239 20.054 21.923
```

Values from the calculation:
**Frontier orbital gap**: 3.47 eV
**HOMO level**: -7.94 eV
**F_max**: 5.960 eV Å⁻¹



No. 2
# C35H79BN3O22S7

A 13-piece molecular cluster, C35H79BN3O22S7 overall (ωB97M-V with the def2-TZVPD basis set, the OMol25 dataset).

```
147
C35H79BN3O22S7, DFT ωB97M-V with the def2-TZVPD basis set
O -0.317 3.124 -0.741
C 0.298 2.218 -0.104
O -0.126 0.909 0.053
B 0.902 0.115 0.707
O 1.953 1.088 1.050
C 1.692 2.264 0.577
O 2.331 3.338 0.649
O 1.402 -1.026 -0.089
C 1.241 -2.166 0.488
O 1.480 -3.308 0.054
C 0.629 -1.799 1.897
O 0.455 -0.510 1.935
O 0.340 -2.623 2.755
C 1.698 3.603 -3.718
S 2.822 3.048 -5.106
O 2.824 1.506 -4.897
C 1.604 3.382 -6.488
H 0.667 3.464 -4.043
H 1.888 4.658 -3.523
H 1.856 3.035 -2.801
H 0.725 2.747 -6.374
H 2.143 3.222 -7.422
H 1.239 4.401 -6.362
C 0.850 -4.503 -2.777
S 0.660 -5.163 -4.530
O 0.117 -3.985 -5.319
C 2.482 -5.145 -4.827
H 1.356 -3.539 -2.815
H 1.516 -5.074 -2.130
H -0.083 -4.322 -2.244
H 2.944 -5.831 -4.117
H 2.862 -4.161 -4.552
H 2.739 -5.471 -5.835
C 2.519 -0.308 5.242
S 2.432 1.404 6.009
O 3.664 1.529 6.925
C 2.926 2.164 4.400
H 2.716 -1.007 6.055
H 3.424 -0.363 4.636
H 1.713 -0.714 4.631
H 2.127 2.136 3.660
H 3.854 1.827 3.937
H 3.120 3.200 4.680
C -3.361 0.540 7.055
S -1.596 0.160 6.663
O -1.018 -0.656 7.796
C -1.789 -1.025 5.189
H -3.921 0.881 6.184
H -3.470 1.345 7.781
H -3.893 -0.340 7.418
H -0.788 -1.334 4.890
H -2.106 -0.543 4.263
H -2.314 -1.934 5.484
C -1.234 8.390 -1.201
S -0.067 8.013 0.163
O -0.754 8.417 1.441
C 0.044 6.189 -0.002
H -2.004 7.621 -1.134
H -0.849 8.457 -2.219
H -1.690 9.373 -1.080
H 0.611 5.814 0.850
H 0.458 5.856 -0.953
H -0.962 5.782 0.105
C 6.702 5.846 0.760
S 6.007 6.132 -0.978
O 6.583 4.989 -1.868
C 4.269 5.665 -0.619
H 7.720 5.468 0.662
H 6.049 5.208 1.356
H 6.678 6.813 1.263
H 4.100 4.661 -0.231
H 3.840 5.652 -1.621
H 3.788 6.375 0.054
C 4.112 0.660 -1.843
S 4.962 -0.803 -2.597
O 6.296 -0.962 -1.924
C 3.995 -2.129 -1.833
H 4.907 1.405 -1.829
H 3.726 0.553 -0.829
H 3.366 1.135 -2.480
H 4.273 -3.104 -2.231
H 2.924 -2.104 -2.033
H 4.149 -2.118 -0.754
C -2.512 4.486 -2.429
O -2.308 5.425 -3.218
N -3.675 4.379 -1.725
C -3.935 3.268 -0.771
C -4.720 5.451 -1.707
H -1.823 3.640 -2.281
H -3.970 3.715 0.223
H -3.102 2.566 -0.779
H -4.870 2.842 -1.135
H -4.631 6.185 -2.509
H -5.652 4.954 -1.976
H -4.753 5.860 -0.697
C -1.049 1.125 -3.732
O -2.101 1.590 -4.225
N -0.329 0.052 -4.184
C -0.571 -0.660 -5.438
C 0.811 -0.466 -3.434
H -0.621 1.482 -2.782
H 0.207 -0.552 -6.193
H -1.479 -0.316 -5.933
H -0.509 -1.719 -5.187
H 0.857 -0.088 -2.412
H 0.565 -1.518 -3.291
H 1.752 -0.581 -3.971
C -0.276 -7.480 -1.523
O 0.656 -8.133 -1.925
N -0.300 -6.671 -0.461
C -1.429 -5.937 0.070
C 0.728 -6.816 0.445
H -1.250 -7.524 -2.035
H -2.039 -6.617 0.663
H -2.044 -5.487 -0.710
H -1.082 -5.123 0.707
H 0.874 -5.880 0.985
H 0.493 -7.452 1.299
H 1.601 -7.188 -0.091
O -3.438 -6.769 4.110
C -2.630 -5.869 4.245
O -2.673 -5.017 5.300
C -3.825 -4.985 6.126
C -4.827 -3.947 5.640
C -1.447 -5.664 3.297
H -3.621 -4.619 7.133
H -4.334 -5.947 6.166
H -4.373 -2.970 5.474
H -5.694 -3.835 6.290
H -5.143 -4.118 4.611
H -1.461 -6.420 2.512
H -0.555 -5.634 3.923
H -1.476 -4.648 2.903
O -2.251 -2.694 -0.005
C -2.859 -1.860 0.679
O -3.181 -0.648 0.141
C -2.755 -0.297 -1.185
C -3.439 -1.082 -2.327
C -3.309 -1.970 2.069
H -1.697 -0.448 -1.400
H -2.836 0.776 -1.358
H -4.528 -1.045 -2.307
H -3.209 -2.146 -2.359
H -3.100 -0.687 -3.285
H -4.289 -2.442 2.131
H -3.371 -0.980 2.520
H -2.622 -2.558 2.677
```

Values from the calculation:
**Net charge**: -1
**Frontier orbital gap**: 8.12 eV
**HOMO level**: -6.91 eV
**F_max**: 5.514 eV Å⁻¹



No. 3
# C35H79BrClN2O18

A 6-piece molecular cluster, C35H79BrClN2O18 overall (ωB97M-V with the def2-TZVPD basis set, the OMol25 dataset).

```
136
C35H79BrClN2O18, DFT ωB97M-V with the def2-TZVPD basis set
N 5.146 0.511 -9.074
C 5.537 1.904 -8.699
O 6.390 1.744 -7.514
C 6.482 2.594 -9.819
O 7.338 3.495 -9.567
O 6.296 2.106 -11.119
N 4.387 2.754 -8.260
Br 4.995 4.173 -7.196
C 3.562 3.237 -9.405
C 1.981 2.930 -9.177
C 1.747 1.326 -9.216
Cl 1.921 0.817 -11.002
H 4.498 0.504 -9.873
H 4.741 0.025 -8.250
H 6.973 0.995 -7.760
H 3.656 4.386 -9.422
H 3.828 2.782 -10.416
H 1.339 3.366 -10.031
H 1.593 3.391 -8.208
H 2.492 0.762 -8.546
H 0.698 1.026 -8.861
C 4.277 1.948 -0.598
O 5.078 2.791 -1.404
C 5.949 3.647 -0.681
C 7.416 3.505 -1.096
O 8.042 2.243 -0.870
C 7.524 1.106 -1.557
C 7.602 1.108 -3.086
O 6.824 2.141 -3.672
C 7.545 3.003 -4.540
H 3.287 2.394 -0.469
H 4.161 0.992 -1.116
H 4.729 1.748 0.379
H 5.865 3.484 0.401
H 5.633 4.675 -0.895
H 7.985 4.219 -0.493
H 7.571 3.817 -2.127
H 6.514 0.889 -1.211
H 8.127 0.260 -1.211
H 7.187 0.161 -3.449
H 8.651 1.159 -3.400
H 8.616 3.029 -4.313
H 7.150 4.016 -4.418
H 7.388 2.694 -5.575
C 11.260 -0.797 0.745
O 12.246 -1.506 0.014
C 11.848 -2.801 -0.411
C 11.989 -3.009 -1.921
O 11.187 -2.196 -2.773
C 11.392 -0.785 -2.740
C 12.761 -0.260 -3.180
O 13.817 -0.694 -2.330
C 14.871 -1.366 -2.995
H 11.445 -0.907 1.816
H 11.342 0.263 0.487
H 10.244 -1.123 0.504
H 10.814 -3.021 -0.114
H 12.506 -3.517 0.095
H 11.676 -4.038 -2.129
H 13.031 -2.962 -2.235
H 11.109 -0.389 -1.766
H 10.657 -0.370 -3.436
H 12.741 0.834 -3.118
H 12.942 -0.535 -4.226
H 14.552 -1.822 -3.937
H 15.234 -2.163 -2.340
H 15.693 -0.668 -3.176
C 0.241 3.237 -0.579
O -0.122 2.578 0.623
C 0.888 2.567 1.618
C 0.421 3.151 2.955
O 0.045 4.526 2.975
C -1.064 4.931 2.177
C -2.433 4.337 2.517
O -2.484 2.928 2.332
C -2.894 2.197 3.474
H 0.578 2.503 -1.315
H -0.646 3.740 -0.973
H 1.016 3.995 -0.424
H 1.785 3.106 1.287
H 1.163 1.518 1.781
H 1.266 3.074 3.646
H -0.366 2.544 3.402
H -0.829 4.807 1.121
H -1.144 6.013 2.322
H -3.170 4.769 1.829
H -2.716 4.624 3.537
H -2.704 2.734 4.408
H -2.327 1.262 3.501
H -3.957 1.955 3.389
C -6.693 -0.817 2.281
O -7.058 -1.478 3.481
C -6.039 -1.509 4.469
C -6.488 -0.926 5.812
O -6.844 0.454 5.842
C -7.953 0.879 5.054
C -9.328 0.303 5.400
O -9.400 -1.104 5.208
C -9.812 -1.835 6.349
H -6.374 -1.553 1.539
H -7.575 -0.298 1.897
H -5.906 -0.073 2.435
H -5.137 -0.982 4.134
H -5.778 -2.563 4.624
H -5.640 -1.019 6.497
H -7.281 -1.524 6.261
H -7.727 0.758 3.995
H -8.017 1.961 5.205
H -10.064 0.749 4.720
H -9.599 0.589 6.424
H -9.608 -1.307 7.285
H -9.259 -2.779 6.366
H -10.878 -2.062 6.271
C -12.154 -3.825 4.283
O -12.546 -5.044 4.894
C -12.710 -4.972 6.301
C -14.092 -5.434 6.771
O -15.220 -4.678 6.336
C -15.489 -4.618 4.938
C -15.833 -5.930 4.227
O -14.760 -6.862 4.243
C -15.085 -8.128 4.790
H -11.071 -3.820 4.135
H -12.637 -3.765 3.304
H -12.458 -2.948 4.862
H -12.526 -3.956 6.676
H -11.960 -5.638 6.743
H -14.098 -5.355 7.862
H -14.251 -6.491 6.563
H -14.688 -4.088 4.425
H -16.364 -3.968 4.840
H -16.034 -5.703 3.174
H -16.747 -6.354 4.661
H -15.930 -8.082 5.484
H -14.214 -8.494 5.342
H -15.301 -8.831 3.981
```

Values from the calculation:
**Net charge**: -1
**Frontier orbital gap**: 5.72 eV
**Energy relative to the best compared isomer or geometry (same formula, charge and spin)**: 62.1 kcal/mol
**HOMO level**: -4.24 eV
**F_max**: 5.902 eV Å⁻¹